This record from OMol25 describes 10 unconnected molecules or ions with the total composition C29H81N3O13 at a distorted geometry. The level of theory is the ωB97M-V functional and the def2-TZVPD basis.

```
! RIJCOSX wB97M-V def2-TZVPD def2/J DEFGRID3
* xyz 0 1
C -2.96763 -4.28113 0.31133
O -1.62999 -3.91451 0.79735
H -2.93787 -4.59035 -0.75176
H -3.29440 -5.20143 0.90731
H -3.73713 -3.47933 0.50064
H -1.49726 -4.28322 1.70732
C -2.55812 -0.53228 1.65038
O -1.16455 -0.89409 1.58670
H -2.78912 0.10809 0.79625
H -3.17092 -1.52304 1.68304
H -2.66898 0.01837 2.54210
H -1.12492 -1.83520 1.42611
C -0.51584 3.47523 -0.78112
O -0.63218 2.86071 0.51918
H -1.52199 3.55656 -1.26041
H -0.11938 4.48106 -0.71094
H 0.08079 2.77357 -1.33004
H -0.05411 2.09647 0.56488
C 1.63387 -0.15071 0.92187
O 0.55017 0.44644 0.14859
H 1.56840 0.07528 1.95959
H 1.63758 -1.29455 0.84031
H 2.58258 0.19057 0.53650
H -0.25607 -0.05432 0.33602
C 0.78565 -3.91651 2.58248
O -0.51372 -3.56824 3.14655
H 1.00292 -4.92769 2.86928
H 0.61023 -3.93276 1.49702
H 1.61479 -3.28656 2.87092
H -0.35779 -3.78412 4.07874
C 3.12050 5.34106 -0.82539
O 3.65898 5.12936 0.48589
C 2.66639 5.33308 1.53915
C 3.32554 4.72434 2.81774
N 3.45021 3.27566 2.70003
C 4.00759 2.62194 3.85295
C 4.36952 1.17987 3.50451
O 5.60930 1.13047 2.78660
C 6.13988 -0.16712 2.66371
H 2.58447 6.27664 -0.83359
H 2.46405 4.44416 -1.07954
H 3.91635 5.39201 -1.51350
H 1.76809 4.82975 1.22260
H 2.46852 6.40532 1.59102
H 2.77367 4.92769 3.69582
H 4.24748 5.25160 2.97112
H 4.05021 3.10188 1.90025
H 3.21016 2.52512 4.69631
H 4.89309 3.19160 4.27794
H 3.56843 0.74124 2.89836
H 4.42726 0.57994 4.40166
H 6.64434 -0.31939 1.72820
H 5.42710 -0.96985 2.67829
H 6.79086 -0.32466 3.51841
C -2.85231 -0.34958 -8.80547
O -2.08500 -1.28221 -8.11538
C -2.90595 -1.82370 -7.02702
C -3.13830 -0.75383 -5.95524
N -3.42471 -1.34832 -4.61940
C -4.25685 -0.53132 -3.70555
C -3.52778 0.60051 -3.03585
O -4.32982 1.09088 -2.02968
C -3.71637 2.04444 -1.17734
H -3.80722 -0.65826 -9.14706
H -2.30462 -0.07548 -9.68490
H -2.98881 0.58375 -8.19652
H -2.39261 -2.67979 -6.72977
H -3.90698 -2.01512 -7.45951
H -4.02296 -0.19390 -6.27825
H -2.30812 -0.07999 -5.82631
H -2.52304 -1.50870 -4.19213
H -4.79373 -1.20731 -3.02368
H -5.08498 -0.15657 -4.29016
H -3.27461 1.40012 -3.75344
H -2.58202 0.26041 -2.74402
H -2.82586 1.66240 -0.65009
H -4.45729 2.30282 -0.42289
H -3.47432 2.99629 -1.71032
C 3.70475 0.26988 -4.09249
O 2.38179 0.13867 -4.35974
C 1.54047 0.60255 -3.31766
C 0.12785 0.18018 -3.66032
N -0.08965 -1.23332 -3.90078
C 0.29304 -2.03831 -2.75238
C 0.13209 -3.50332 -3.09408
O 0.97488 -3.70986 -4.30841
C 0.88788 -5.10342 -4.70040
H 4.19583 0.43964 -5.07228
H 4.15213 -0.57509 -3.56491
H 3.92048 1.10778 -3.43365
H 1.67800 1.68594 -3.26648
H 1.93690 0.30277 -2.33150
H -0.20692 0.79161 -4.48579
H -0.54784 0.49809 -2.80243
H 0.36852 -1.58246 -4.74829
H -0.34239 -1.77310 -1.92187
H 1.30246 -1.85145 -2.41427
H -0.93053 -3.66089 -3.43826
H 0.43726 -4.33776 -2.37702
H 1.26109 -5.76266 -3.92640
H 1.74218 -5.13913 -5.45783
H -0.09086 -5.34071 -5.12671
C 0.64886 -2.24177 6.33188
C -0.83308 -2.78475 6.53915
C -1.94629 -1.90202 6.13705
O -0.79444 -4.06356 5.79707
H 0.77167 -1.87039 5.32553
H 1.40761 -3.01675 6.33972
H 0.85151 -1.45032 7.04823
H -0.93009 -3.12016 7.61126
H -1.70248 -0.95199 6.60153
H -2.91577 -2.29658 6.45764
H -1.86046 -1.64741 5.06372
H -1.64709 -4.52429 5.76576
C -1.92466 2.68979 5.17861
C -1.28626 2.97381 3.83566
C 0.12062 2.40359 3.65313
O -2.19062 2.56179 2.85091
H -1.35982 2.93725 6.08102
H -2.08264 1.59112 5.22012
H -2.83996 3.23006 5.18608
H -1.12559 4.03879 3.64682
H 0.57254 2.76302 2.77752
H -0.04118 1.32403 3.61426
H 0.87751 2.74685 4.43131
H -1.75201 2.67269 2.01522
*
```

Energy (eV): -62466.5388
Orbital gap (eV): 8.836
M (g/mol): 679.98
SMILES string: COCCNCCOC.COCCNCCOC.COCCNCCOC.CC(C)O.CC(C)O.CO.CO.CO.CO.CO